No. 1
A molecular structure, C32H33BrN3O3SV in a non-equilibrium geometry. Source: the Open Molecules 2025 dataset; level of theory: the ωB97M-V functional and the def2-TZVPD basis.

The geometry in ORCA input format:
```
! RIJCOSX wB97M-V def2-TZVPD def2/J DEFGRID3
* xyz -1 4
V -17.6365 1.1549 -7.6439
O -18.1366 -1.9519 -10.4384
C -17.8429 -0.9408 -9.8002
N -17.5609 -0.7633 -8.4214
C -17.1085 -1.7423 -7.6025
O -16.7746 -2.8742 -7.8593
C -17.0912 -1.3114 -6.1538
C -16.8162 -2.1815 -5.1532
C -16.4883 -1.7501 -3.8455
C -16.5464 -0.3967 -3.5572
C -16.9712 0.4390 -4.6112
N -17.2339 0.0359 -5.8289
C -17.9849 0.4263 -10.4666
C -18.1657 0.4986 -11.8854
C -18.5185 1.7047 -12.4837
C -18.5939 2.8352 -11.6669
C -18.3319 2.6834 -10.3423
N -18.1062 1.4997 -9.6868
H -16.7332 -3.2029 -5.4316
H -16.1878 -2.4351 -3.0713
H -16.2459 -0.0151 -2.5614
H -16.9736 1.4919 -4.4797
H -17.8532 -0.3898 -12.4734
H -18.6959 1.8561 -13.5260
H -18.8372 3.8007 -12.0837
H -18.1749 3.5198 -9.6801
C -24.1230 5.4516 -6.6483
C -22.7682 6.1801 -6.3992
C -22.9816 6.8837 -5.0236
C -22.5184 7.1765 -7.5839
C -21.5668 5.1986 -6.3480
C -21.6347 3.9066 -6.7375
C -20.4698 3.2308 -6.8694
Br -20.5120 1.3474 -7.4574
C -19.1763 3.7551 -6.5766
O -18.1334 3.0230 -6.8111
C -19.1757 5.0207 -5.8539
C -20.3808 5.7217 -5.9098
C -17.8384 5.6334 -5.3863
C -16.7053 5.3774 -6.3731
C -18.0423 7.1744 -4.9741
C -17.4415 4.7972 -4.1480
H -25.0193 5.9743 -6.2532
H -24.0873 4.4424 -6.1848
H -24.2448 5.3144 -7.7263
H -23.5256 7.8151 -5.1157
H -22.0155 7.0122 -4.5654
H -23.5106 6.1354 -4.5185
H -23.2356 8.0517 -7.4828
H -22.8107 6.7159 -8.5438
H -21.5672 7.6162 -7.7241
H -22.5746 3.4727 -6.9199
H -20.3343 6.7882 -5.6068
H -16.9043 5.6921 -7.4023
H -16.4133 4.2837 -6.4613
H -15.9035 5.9924 -5.8928
H -18.2184 7.7689 -5.9024
H -17.1930 7.5339 -4.4836
H -18.8350 7.2907 -4.3135
H -17.2914 3.6789 -4.3206
H -18.1726 4.7985 -3.3522
H -16.4419 5.0240 -3.7205
S -15.4423 1.8868 -8.3142
C -14.3813 1.3310 -6.9767
C -13.8563 0.0454 -6.9108
C -13.1145 -0.4938 -5.8625
C -12.8037 0.3591 -4.8096
C -13.1599 1.7241 -4.8833
C -13.9592 2.2151 -5.9030
H -14.1042 -0.5696 -7.7791
H -12.8834 -1.5150 -5.8186
H -12.2104 0.1050 -3.9106
H -12.8052 2.4211 -4.1870
H -14.1875 3.2829 -5.8893
*
```

Properties
DFT total energy   -150901.80764 eV
HOMO energy (alpha / beta)   -3.467 / -4.674 eV
Kohn-Sham gap (alpha / beta)   5.90 / 7.11 eV

---

No. 2
2 unconnected molecules or ions with the total composition C9H19N2O3P in a non-equilibrium geometry. Source: the Open Molecules 2025 dataset; level of theory: the ωB97M-V functional and the def2-TZVPD basis.

The geometry in ORCA input format:
```
! RIJCOSX wB97M-V def2-TZVPD def2/J DEFGRID3
* xyz 0 1
C -2.8048 -2.1560 0.4770
C -1.5585 -2.4552 0.0757
C -0.1306 0.6442 -0.1614
C -1.1498 -3.2939 -1.0839
C -0.8259 2.5791 1.0259
C -2.6465 1.2448 0.0138
C 2.8459 -0.5693 -1.5395
C 3.5292 1.6542 0.8974
C -1.2756 1.1563 0.7118
N -0.4994 0.0453 -2.4547
N -0.3778 0.2790 -1.3247
O 1.3709 -0.1406 2.1244
O 2.2428 -0.7881 -0.2330
O 2.2067 1.6642 0.4850
P 1.3855 0.2940 0.6768
H -3.7995 -2.5585 0.1286
H -2.7490 -1.5443 1.4439
H -0.7608 -2.0459 0.7004
H -2.0621 -3.7055 -1.6441
H -0.5937 -4.2730 -0.9040
H -0.4985 -2.6509 -1.8531
H -0.7407 3.2562 0.1662
H 0.0556 2.5285 1.6778
H -1.5330 3.0767 1.7006
H -3.0924 0.3179 -0.4603
H -2.6071 1.9083 -0.8298
H -3.3161 1.5744 0.8725
H 2.5478 0.4336 -1.9870
H 2.5260 -1.3915 -2.1436
H 4.0294 -0.6514 -1.2725
H 3.5219 1.1974 1.8400
H 3.8615 2.6657 1.0321
H 4.1909 1.2040 0.2253
H -1.2922 0.5001 1.6163
*
```

Properties
DFT total energy   -28050.60654 eV
Relative energy (zero: lowest compared OMol25 entry of this formula, charge and spin)   270.3 kJ/mol
HOMO energy   -8.881 eV
Kohn-Sham gap   9.18 eV